(1)
Computed, not measured: a 2-piece molecular cluster, C5H14NP overall at a distorted geometry, with ωB97M-V with the def2-TZVPD basis set.

```
21
Properties=species:S:1:pos:R:3
P 0.217 -0.709 0.728
N -0.486 0.394 1.577
C 1.413 -0.125 -0.594
C -1.500 1.702 -0.718
C 1.404 -1.766 1.784
C -0.926 3.069 -0.501
C -0.845 -2.028 -0.183
H -1.824 -2.202 0.301
H -0.893 3.655 -1.544
H 0.153 2.972 -0.367
H 1.691 0.871 -0.469
H 2.408 -1.851 1.376
H 1.118 -0.302 -1.572
H -1.481 3.705 0.168
H -2.625 1.752 -0.615
H 1.136 -2.824 2.058
H -1.132 -1.425 -1.084
H 2.438 -0.744 -0.545
H -0.267 -2.891 -0.360
H -0.959 0.762 -0.876
H 1.470 -1.268 2.760
```

maximum force: 4.2 eV Å⁻¹
energy relative to the best compared isomer or geometry (same formula, charge and spin): 109.3 kcal per mole
orbital gap (spin up / spin down): 9.329 / 7.336 eV
total charge: 0
HOMO (spin up / spin down): -8.7 / -7.8 eV
LUMO energy (spin up / spin down): 0.64 / -0.50 eV



(2)
Computed, not measured: one molecule with the formula C9H12O3 at a distorted geometry, with ωB97M-V with the def2-TZVPD basis set.

```
24
Properties=species:S:1:pos:R:3
O 1.010 0.121 -2.199
O -1.626 0.245 -1.876
O -2.851 -0.339 0.545
C -0.805 0.007 -0.811
C -3.459 0.878 0.085
C 1.608 -0.572 2.662
C 0.751 -0.475 1.477
C 2.416 0.029 -2.409
C 1.375 -0.214 0.213
C -1.478 -0.251 0.393
C -0.617 -0.580 1.494
C 0.583 0.066 -0.906
H 2.440 0.222 -3.509
H 2.720 -0.993 -2.078
H -3.236 1.052 -0.917
H -1.091 0.034 -2.703
H -3.209 1.762 0.697
H 2.026 0.452 2.818
H 2.496 -0.032 0.162
H 2.483 -1.283 2.527
H -1.110 -0.786 2.419
H 2.945 0.774 -1.863
H 1.160 -0.788 3.630
H -4.528 0.670 0.148
```

maximum force: 3.0 eV Å⁻¹
energy relative to the best compared isomer or geometry (same formula, charge and spin): 37.8 kcal per mole
SMILES string: COc1cc(C)cc(OC)c1O
orbital gap: 8.823 eV
total charge: 0
HOMO: -8.0 eV
LUMO energy: 0.77 eV



(3)
Computed, not measured: H16O8Zr as an isolated structure at a distorted geometry, with ωB97M-V with the def2-TZVPD basis set.

```
25
Properties=species:S:1:pos:R:3
Zr 5.469 5.652 5.613
O 4.232 7.563 6.061
O 5.384 3.408 5.386
O 6.372 4.930 7.341
O 5.969 7.101 3.540
O 6.893 7.463 5.936
O 4.097 5.376 3.964
O 7.486 4.979 4.824
O 3.792 5.087 7.075
H 3.100 5.395 3.873
H 3.725 4.260 7.733
H 4.528 5.249 3.093
H 3.098 5.653 7.233
H 7.894 5.083 3.924
H 6.979 4.202 7.109
H 7.970 4.092 5.119
H 4.856 2.896 4.735
H 3.672 7.746 6.821
H 6.752 7.622 3.801
H 4.583 8.441 5.710
H 7.047 8.216 6.633
H 7.151 5.090 7.964
H 5.544 7.548 2.746
H 5.289 2.748 6.112
H 7.860 7.196 5.665
```

maximum force: 5.2 eV Å⁻¹
energy relative to the best compared isomer or geometry (same formula, charge and spin): 49.7 kcal per mole
orbital gap: 10.548 eV
total charge: +4
HOMO: -28.2 eV
LUMO energy: -17.64 eV